51
Properties=species:S:1:pos:R:3:forces:R:3 method="wB97M-V/def2-TZVPD" s_squared=6.052 spin_multiplicity=5 total_charge=+1
Mn 0.060 0.150 -0.437 -2.196 -0.645 0.764
C 4.025 -0.163 -1.623 0.188 -0.080 -0.038
C 2.551 -0.092 -1.501 -0.198 -0.083 -0.249
N 1.922 -0.095 -0.377 1.237 0.649 0.522
N 2.505 -0.125 0.887 -0.376 -0.116 -0.548
C 1.536 0.042 1.776 0.068 0.028 -0.427
O 0.284 0.247 1.435 0.618 -0.240 -0.418
C 1.851 0.018 3.207 0.011 0.039 -0.037
C 0.806 0.051 4.127 0.009 0.002 0.122
C 1.085 0.025 5.484 0.034 0.001 -0.049
C 2.402 -0.027 5.917 0.005 0.001 0.025
C 3.446 -0.059 4.999 -0.002 -0.001 -0.019
C 3.175 -0.040 3.642 0.000 -0.019 0.082
C 1.631 -0.006 -2.691 0.739 -0.019 0.614
C 2.088 -0.058 -3.986 0.000 -0.037 -0.321
C 1.158 -0.024 -5.020 0.218 -0.004 -0.013
C -0.188 0.054 -4.724 -0.213 0.019 0.028
C -0.578 0.120 -3.397 -0.078 0.095 -0.006
N 0.314 0.110 -2.411 0.512 -0.230 0.161
H 4.468 -0.167 -0.631 -0.002 -0.007 -0.004
H 4.407 0.694 -2.181 -0.028 -0.009 -0.012
H 4.330 -1.070 -2.150 -0.013 0.018 -0.008
H -0.215 0.092 3.774 0.006 0.002 -0.008
H 0.277 0.046 6.203 0.004 0.001 -0.006
H 2.620 -0.044 6.977 0.001 -0.003 -0.012
H 4.470 -0.100 5.343 -0.012 0.000 0.001
H 3.976 -0.068 2.917 -0.012 0.003 0.002
H 3.148 -0.133 -4.183 -0.030 -0.010 -0.034
H 1.489 -0.066 -6.050 0.000 -0.007 0.020
H -0.939 0.062 -5.501 0.016 0.006 0.005
H -1.615 0.182 -3.096 -0.016 -0.008 -0.040
F -2.354 -4.781 -0.360 0.044 0.029 -0.003
C -2.458 -3.447 -0.358 -0.042 -0.182 0.001
C -1.307 -2.680 -0.414 0.096 0.089 -0.022
C -1.415 -1.298 -0.411 -0.199 0.224 -0.009
C -2.688 -0.695 -0.350 0.100 0.288 -0.041
C -3.805 -1.524 -0.299 -0.176 0.045 0.011
F -5.046 -0.998 -0.247 0.025 -0.075 -0.001
C -3.722 -2.899 -0.300 0.036 0.036 0.002
C -2.754 0.795 -0.344 0.372 -0.109 -0.055
C -3.916 1.561 -0.260 -0.019 -0.091 0.016
C -3.832 2.939 -0.261 -0.102 0.073 0.007
C -2.597 3.564 -0.345 -0.057 0.090 0.011
C -1.485 2.764 -0.428 0.160 -0.406 -0.002
N -1.550 1.420 -0.434 -0.753 0.577 -0.021
H -0.353 -3.191 -0.453 0.005 0.013 0.009
H -4.607 -3.515 -0.256 0.002 0.013 -0.002
H -4.871 1.073 -0.189 -0.020 0.049 0.006
H -4.738 3.528 -0.192 0.020 -0.016 -0.001
H -2.499 4.640 -0.341 0.004 -0.015 -0.003
H -0.491 3.190 -0.488 0.013 0.022 -0.001

---

55
Properties=species:S:1:pos:R:3:forces:R:3 method="wB97M-V/def2-TZVPD" de_lowest_ev=0.364 total_charge=-2
Na 0.439 -0.056 0.060 0.309 -0.649 -0.117
O 1.063 2.230 -0.302 0.019 0.121 -0.144
C 0.328 3.204 -0.261 -0.291 -0.146 0.204
C -1.035 3.263 0.230 0.224 0.029 -0.059
C -1.674 4.492 0.119 0.035 -0.099 0.037
C -2.968 4.645 0.551 -0.308 0.692 -0.011
C -3.681 3.559 1.114 -0.016 -0.139 0.052
C -3.086 2.348 1.254 0.290 -0.067 -0.087
C -1.708 2.115 0.833 -0.057 0.193 -0.096
O -1.148 1.017 0.975 -0.435 0.263 0.391
N -3.605 5.943 0.425 0.150 -0.750 -0.110
O -2.970 6.871 -0.063 0.076 0.162 0.015
O -4.769 6.054 0.789 -0.086 0.102 0.102
H 0.708 4.182 -0.622 0.025 0.013 -0.042
H -1.153 5.339 -0.312 -0.002 0.002 -0.005
H -4.706 3.710 1.424 0.008 0.021 -0.008
H -3.611 1.496 1.669 -0.040 0.013 -0.008
F 6.268 -3.272 1.279 -0.074 -0.058 -0.063
C 5.465 -3.237 0.168 -0.305 0.148 0.036
F 4.710 -4.328 0.205 0.212 0.078 -0.013
F 6.335 -3.403 -0.877 -0.027 -0.028 0.045
C 4.739 -1.919 0.060 0.244 -0.375 0.000
C 5.588 -0.842 -0.123 0.143 0.136 -0.048
C 5.099 0.447 -0.242 -0.083 -0.171 0.035
C 3.717 0.572 -0.180 0.058 0.005 -0.029
N 2.888 -0.440 0.001 -0.098 0.233 -0.056
C 3.330 -1.730 0.155 -0.309 0.108 0.124
S 2.118 -2.895 0.471 0.257 0.165 -0.067
H 6.657 -1.024 -0.175 -0.008 -0.012 0.002
H 5.739 1.306 -0.385 0.034 -0.011 0.001
H 3.245 1.544 -0.286 -0.009 -0.044 0.005
C -6.151 -0.480 2.299 0.103 -0.051 -0.041
C -4.911 -0.716 2.884 -0.006 -0.036 -0.014
C -3.865 -1.234 2.133 0.040 -0.056 -0.058
C -3.985 -1.534 0.765 -0.008 0.118 0.035
C -5.245 -1.275 0.207 0.026 0.032 -0.018
C -6.306 -0.770 0.950 -0.024 -0.008 -0.033
Si -2.404 -2.019 -0.252 0.023 -0.296 0.079
C -2.933 -3.668 -1.151 0.039 0.008 0.035
C -3.992 -3.772 -2.064 -0.020 0.027 -0.036
C -4.262 -4.937 -2.773 -0.016 0.014 0.006
C -3.458 -6.059 -2.619 0.043 0.077 0.067
C -2.383 -5.983 -1.740 -0.018 0.003 0.020
C -2.137 -4.820 -1.024 0.012 0.064 0.020
H -6.972 -0.075 2.879 -0.012 0.011 0.002
H -4.754 -0.496 3.936 -0.018 0.008 0.009
H -2.909 -1.408 2.617 0.007 0.009 -0.003
H -5.404 -1.449 -0.852 -0.003 -0.001 0.002
H -7.259 -0.590 0.461 -0.010 0.008 0.018
H -1.691 -2.707 0.921 -0.082 0.133 -0.187
H -4.625 -2.909 -2.250 0.004 0.002 0.020
H -5.101 -4.965 -3.462 -0.006 0.013 0.002
H -3.659 -6.967 -3.176 0.000 -0.012 -0.010
H -1.730 -6.840 -1.606 -0.001 -0.009 -0.003
H -1.291 -4.794 -0.345 -0.010 0.007 0.006

---

53
Properties=species:S:1:pos:R:3:forces:R:3 method="wB97M-V/def2-TZVPD" total_charge=-2
Li 0.475 -1.679 -2.483 0.141 0.061 -0.273
O 3.773 -2.431 1.007 -0.124 -0.325 0.004
C 2.948 -2.349 -0.073 0.311 0.577 0.216
O 3.171 -1.583 -0.967 -0.035 -0.134 -0.168
C 1.781 -3.262 0.029 -0.265 -0.397 0.122
C 1.634 -4.129 1.104 0.071 0.111 -0.062
C 0.503 -4.931 1.148 -0.050 0.032 -0.104
C -0.432 -4.823 0.136 0.048 0.013 0.137
C -0.202 -3.922 -0.902 -0.066 -0.143 -0.135
N 0.891 -3.175 -0.958 0.118 0.081 0.011
C -1.224 -3.765 -2.049 -0.208 -0.006 0.034
O -2.200 -4.532 -2.004 0.145 0.013 -0.048
O -0.946 -2.872 -2.884 -0.083 -0.149 0.112
H 4.410 -1.716 0.899 0.026 0.128 -0.066
H 2.375 -4.149 1.887 0.003 0.030 0.006
H 0.354 -5.620 1.971 -0.017 0.018 0.022
H -1.347 -5.397 0.122 -0.005 0.007 -0.072
F 1.385 3.453 -6.047 0.000 0.061 -0.018
C 1.260 2.273 -5.342 -0.019 -0.067 0.024
C 0.073 1.579 -5.402 -0.090 0.042 -0.086
C -0.029 0.383 -4.686 0.179 0.016 -0.037
C 1.010 -0.156 -3.907 -0.053 -0.190 0.364
C 2.180 0.623 -3.894 -0.109 0.006 -0.105
C 2.326 1.823 -4.596 0.121 0.060 -0.003
H -0.751 1.974 -5.990 0.017 0.001 -0.003
H -0.976 -0.152 -4.742 -0.023 0.037 -0.015
H 3.028 0.289 -3.298 0.011 0.046 0.011
H 3.240 2.409 -4.558 -0.009 -0.009 -0.018
S 1.054 -0.580 2.965 0.093 -0.108 0.146
P -0.109 0.374 1.674 -0.121 0.179 -0.127
S -0.211 -0.166 -0.216 -0.101 0.151 0.095
C 0.308 2.172 1.768 0.046 -0.158 0.013
C 0.684 2.887 0.639 -0.044 -0.039 0.022
C 1.015 4.232 0.748 0.018 0.051 -0.016
C 0.968 4.867 1.981 0.004 0.040 -0.044
C 0.592 4.152 3.113 -0.005 -0.023 0.053
C 0.269 2.809 3.006 0.007 0.034 -0.051
C -1.835 0.449 2.334 0.105 -0.165 -0.013
C -2.795 1.187 1.645 -0.006 0.011 0.034
C -4.108 1.209 2.085 -0.019 0.032 -0.030
C -4.479 0.485 3.213 -0.024 -0.004 0.028
C -3.528 -0.253 3.900 -0.029 0.006 0.020
C -2.209 -0.269 3.461 0.029 0.063 -0.003
H 0.710 2.374 -0.316 0.001 0.009 0.004
H 1.309 4.784 -0.137 0.002 -0.004 0.008
H 1.222 5.918 2.060 0.005 -0.006 0.010
H 0.560 4.642 4.080 -0.011 0.004 -0.008
H -0.006 2.230 3.881 0.017 0.039 0.032
H -2.505 1.726 0.751 -0.006 -0.025 -0.018
H -4.851 1.778 1.538 0.009 0.004 0.002
H -5.511 0.494 3.546 0.007 -0.002 0.009
H -3.811 -0.822 4.778 -0.008 -0.002 -0.011
H -1.448 -0.839 3.983 -0.005 -0.008 -0.007

---

56
Properties=species:S:1:pos:R:3:forces:R:3 method="wB97M-V/def2-TZVPD" de_lowest_ev=1.528 total_charge=+1
Fe -0.011 0.238 -1.990 -0.147 0.557 -0.123
C 4.294 0.670 -2.116 -0.041 0.014 -0.071
C 2.976 0.588 -2.548 0.057 0.041 -0.060
N 1.979 0.476 -1.677 0.005 -0.645 0.229
C 2.300 0.391 -0.369 -0.109 0.141 -0.086
C 3.624 0.469 0.033 0.043 0.072 0.031
N 4.615 0.630 -0.831 0.004 -0.050 0.045
C 1.148 0.229 0.546 0.005 0.071 -0.041
C 1.183 0.121 1.925 0.022 -0.045 0.023
C -0.014 -0.031 2.625 0.003 0.006 -0.066
C -1.214 -0.062 1.910 -0.005 0.016 0.020
C -1.180 0.062 0.534 -0.030 -0.027 -0.068
N -0.016 0.204 -0.102 0.000 0.011 -0.067
C -2.335 0.042 -0.397 0.071 0.049 -0.022
C -3.661 -0.101 -0.013 0.024 0.003 0.024
N -4.652 -0.132 -0.894 -0.007 0.006 -0.019
C -4.326 -0.031 -2.175 -0.022 -0.003 0.024
C -3.007 0.109 -2.585 0.001 -0.043 -0.003
N -2.019 0.158 -1.702 0.078 -0.267 0.219
C -0.014 -0.161 4.099 0.001 -0.001 0.011
C -0.880 -1.040 4.740 0.001 -0.018 0.001
C -0.838 -1.126 6.123 0.008 0.007 -0.006
N -0.017 -0.403 6.879 -0.002 -0.002 0.003
C 0.808 0.437 6.261 -0.006 -0.005 -0.012
C 0.852 0.591 4.884 -0.001 0.014 0.011
H 5.099 0.776 -2.832 0.005 -0.004 0.005
H 2.720 0.631 -3.598 -0.007 -0.040 0.000
H 3.895 0.386 1.078 -0.007 0.018 -0.001
H 2.125 0.119 2.454 -0.007 -0.023 0.006
H -2.153 -0.162 2.435 0.008 -0.004 0.009
H -3.932 -0.194 1.032 -0.005 -0.003 -0.003
H -5.130 -0.065 -2.899 -0.001 -0.002 -0.001
H -2.742 0.173 -3.633 0.002 -0.002 0.002
H -1.553 -1.677 4.181 0.002 0.004 -0.004
H -1.493 -1.812 6.646 0.002 0.001 0.005
H 1.465 1.019 6.896 -0.002 -0.001 0.005
H 1.533 1.309 4.445 -0.001 -0.004 -0.007
N 0.739 3.119 -1.629 0.018 -0.019 -0.053
C 0.302 4.387 -1.665 0.006 0.015 -0.028
C -0.942 4.367 -2.252 0.034 0.015 -0.018
C -1.175 3.021 -2.542 0.025 0.002 -0.143
N -0.146 2.262 -2.170 -0.102 -0.074 0.271
H 1.623 2.776 -1.293 0.001 0.018 0.016
H 0.903 5.197 -1.288 -0.009 0.002 0.008
H -1.585 5.205 -2.453 -0.001 0.001 0.007
H -2.031 2.580 -3.024 0.001 0.001 0.057
N -1.076 -3.580 -3.034 -0.008 0.032 -0.035
C -0.101 -2.887 -2.402 -0.012 -0.001 0.036
O -0.149 -1.613 -2.506 0.120 0.084 -0.227
C 0.868 -3.595 -1.675 -0.044 0.083 0.018
C 0.792 -5.009 -1.625 -0.028 0.013 0.132
N 0.635 -6.151 -1.613 0.026 -0.012 -0.064
C 1.889 -2.906 -0.996 -0.013 -0.055 -0.028
N 2.728 -2.342 -0.439 0.025 0.064 0.065
H -1.032 -4.584 -3.093 0.011 -0.001 -0.014
H -1.672 -3.081 -3.668 0.007 -0.012 -0.014

---

Taking the records one at a time from the top gives largest force on an atom values of 0.047 0.015 0.013 0.013 Eh/bohr.
Taking the records one at a time from the top gives E_tot values of -70975.085 -68669.853 -69784.122 -79037.734 eV.